Density functional theory data (ωB97M-V/def2-TZVPD) for a 14-piece molecular cluster, C37H90F9N4O42P7 overall.

```
189
Properties=species:S:1:pos:R:3:mulliken_charge:R:1
C -14.93099 -23.41775 -21.18938 -0.728
N -16.05276 -23.98454 -21.96583 0.766
O -16.93028 -24.61872 -21.39316 -0.476
O -15.94300 -23.85754 -23.22958 -0.479
H -15.18923 -22.93374 -20.24749 0.294
H -14.16330 -22.86822 -21.73415 0.326
H -14.33398 -24.27753 -20.88527 0.298
C -22.47584 -22.67461 -24.09822 -0.685
N -22.45511 -21.62411 -22.98622 0.858
O -21.87774 -20.57062 -23.28456 -0.521
O -22.94314 -21.91446 -21.91453 -0.513
H -23.26303 -22.58438 -24.84674 0.279
H -22.49401 -23.58882 -23.50493 0.286
H -21.58606 -22.45898 -24.68973 0.297
C -20.32514 -29.15914 -23.70032 -0.630
N -19.75375 -30.08930 -22.68482 0.851
O -19.75577 -29.77681 -21.50922 -0.515
O -19.33823 -31.14377 -23.15225 -0.506
H -21.40552 -29.29045 -23.76059 0.272
H -19.85083 -29.24232 -24.67817 0.241
H -20.11705 -28.13518 -23.38998 0.288
C -21.06057 -21.20341 -30.94402 -0.760
N -19.79770 -20.89647 -30.27611 0.842
O -19.01640 -20.19317 -30.95084 -0.495
O -19.71585 -21.20530 -29.08934 -0.495
H -21.81855 -21.15160 -30.16243 0.316
H -20.99693 -22.14712 -31.48574 0.285
H -21.36910 -20.42332 -31.63999 0.307
C -26.41676 -24.88933 -32.62544 -0.596
O -26.14139 -25.16172 -31.22273 -0.334
P -25.25205 -26.36962 -30.62344 0.988
O -25.11925 -26.21134 -29.15127 -0.666
O -26.15612 -27.62264 -31.07725 -0.262
C -26.16814 -28.77550 -30.36612 -0.721
O -23.90049 -26.50086 -31.52197 -0.273
C -23.84157 -26.93706 -32.84046 -0.728
H -26.17204 -25.68689 -33.32694 0.225
H -25.75165 -24.12518 -33.02768 0.302
H -27.47037 -24.66186 -32.78753 0.291
H -25.43892 -28.75765 -29.55617 0.354
H -25.87847 -29.63638 -30.96868 0.264
H -27.16362 -29.05248 -30.01912 0.228
H -24.75547 -27.28055 -33.32514 0.363
H -23.08643 -27.72179 -32.79514 0.282
H -23.42562 -26.19742 -33.52458 0.283
C -11.01891 -39.52702 -22.14720 -0.621
O -11.00608 -38.29807 -22.78682 -0.307
P -12.35602 -37.86832 -23.59612 0.939
O -13.39994 -37.19953 -22.77445 -0.650
O -11.86203 -37.09680 -24.93930 -0.224
C -10.87727 -36.09760 -24.88102 -0.700
O -12.80436 -39.26865 -24.26909 -0.325
C -13.61639 -39.18446 -25.40265 -0.614
H -10.44891 -40.19796 -22.78989 0.251
H -12.00214 -39.98643 -22.04577 0.324
H -10.51388 -39.49082 -21.18193 0.257
H -10.02125 -36.20385 -25.54738 0.253
H -10.50917 -35.83652 -23.88883 0.309
H -11.34312 -35.19227 -25.27020 0.293
H -14.53925 -39.75726 -25.31133 0.258
H -13.09004 -39.55422 -26.28261 0.237
H -13.82239 -38.12644 -25.56465 0.320
C -21.03183 -33.99227 -38.91371 -0.651
O -21.59618 -34.78864 -37.88644 -0.299
P -23.25858 -34.86939 -37.83579 1.036
O -23.90837 -33.74370 -38.55374 -0.681
O -23.65290 -36.35914 -38.25322 -0.290
C -25.01177 -36.73584 -38.22770 -0.698
O -23.56112 -34.99792 -36.25479 -0.276
C -23.63961 -33.82575 -35.45853 -0.654
H -20.20816 -34.60338 -39.28277 0.243
H -20.67320 -33.08934 -38.41953 0.235
H -21.70856 -33.70326 -39.71783 0.349
H -25.44486 -36.47683 -37.26155 0.287
H -25.16727 -37.81347 -38.27909 0.276
H -25.65794 -36.14401 -38.87600 0.306
H -23.21066 -34.20623 -34.53152 0.260
H -24.69319 -33.63481 -35.25459 0.256
H -23.07736 -32.95226 -35.78866 0.302
C -18.17869 -31.63861 -31.89203 -0.731
O -17.61839 -30.71624 -30.97878 -0.295
P -18.19758 -30.51243 -29.44861 1.029
O -19.68596 -30.61568 -29.36750 -0.696
O -17.28274 -31.64383 -28.53807 -0.323
C -15.89070 -31.61892 -28.71417 -0.582
O -17.71755 -29.06953 -29.11090 -0.190
C -18.61410 -27.99253 -28.95663 -0.704
H -17.43353 -32.38685 -32.16214 0.287
H -18.45475 -31.14273 -32.82263 0.244
H -18.98443 -32.28090 -31.53656 0.329
H -15.57211 -30.58306 -28.59752 0.328
H -15.61698 -32.08978 -29.65834 0.213
H -15.54066 -32.16253 -27.83664 0.225
H -18.46842 -27.45860 -28.01760 0.273
H -19.67944 -28.17224 -28.81219 0.318
H -18.36623 -27.29135 -29.75351 0.274
C -9.97162 -41.15549 -32.06591 -0.808
O -10.15509 -39.88372 -31.56212 -0.257
P -8.87088 -38.94926 -31.87103 0.946
O -8.72717 -38.55377 -33.25605 -0.619
O -8.79419 -37.73410 -30.74783 -0.249
C -9.70152 -36.66110 -30.81728 -0.731
O -7.63999 -39.86013 -31.41236 -0.307
C -6.35071 -39.38614 -31.20134 -0.686
H -9.30471 -41.87560 -31.59181 0.296
H -9.67542 -41.23024 -33.11222 0.355
H -11.00346 -41.46316 -32.23542 0.331
H -10.64692 -36.89714 -30.32880 0.291
H -9.87056 -36.36602 -31.85287 0.334
H -9.39956 -35.76994 -30.26704 0.262
H -6.00356 -39.61537 -30.19385 0.261
H -6.23239 -38.31074 -31.33406 0.302
H -5.69457 -39.87358 -31.92244 0.278
C -17.81626 -26.23860 -37.16570 -0.613
O -18.55682 -25.27493 -37.99146 -0.305
P -18.29843 -23.70020 -37.86565 1.026
O -18.25880 -23.25091 -36.43789 -0.682
O -19.52652 -23.10106 -38.79792 -0.367
C -19.60874 -23.55418 -40.13696 -0.655
O -16.88394 -23.29741 -38.61824 -0.263
C -16.08429 -22.27053 -38.03482 -0.728
H -16.87874 -25.87079 -36.74872 0.309
H -17.58462 -27.05788 -37.84631 0.251
H -18.59975 -26.51676 -36.46080 0.241
H -19.81005 -22.69227 -40.77310 0.278
H -20.49571 -24.15397 -40.34100 0.264
H -18.67985 -23.97281 -40.52427 0.314
H -15.05875 -22.19637 -38.39659 0.288
H -15.95342 -22.41746 -36.96272 0.322
H -16.53185 -21.27677 -38.04990 0.321
C -11.12453 -22.88404 -28.80852 -0.617
O -10.21616 -24.01707 -28.89464 -0.326
P -10.86107 -25.42252 -28.36231 0.973
O -9.97458 -26.59870 -28.50142 -0.695
O -12.31089 -25.66268 -29.14945 -0.260
C -12.24891 -26.16008 -30.47417 -0.684
O -11.30790 -25.13186 -26.87324 -0.214
C -10.50360 -25.33984 -25.70600 -0.641
H -10.92589 -22.26541 -29.68371 0.246
H -10.95667 -22.23297 -27.95060 0.248
H -12.15734 -23.22581 -28.74074 0.334
H -12.94856 -26.96867 -30.68584 0.213
H -11.29295 -26.66674 -30.60659 0.353
H -12.55871 -25.34241 -31.12496 0.244
H -10.91952 -26.30185 -25.40660 0.255
H -10.60867 -24.56932 -24.94221 0.258
H -9.42973 -25.40722 -25.88028 0.314
C -14.68313 -36.75921 -37.29895 -1.023
C -13.55411 -36.56101 -36.24397 -0.126
O -12.62725 -35.62481 -36.67757 -0.287
C -12.93562 -34.29021 -36.70896 0.405
O -14.10378 -33.91282 -36.47369 -0.548
C -11.73719 -33.36651 -37.01277 0.802
F -11.90583 -32.80345 -38.21616 -0.235
F -11.67644 -32.39798 -36.12830 -0.233
F -10.59965 -34.09470 -36.94302 -0.229
H -15.62734 -36.38012 -36.90799 0.253
H -14.75677 -37.80779 -37.58738 0.368
H -14.49908 -36.25323 -38.24668 0.299
H -13.18234 -37.58472 -36.20014 0.237
H -13.90114 -36.22930 -35.26539 0.318
C -23.36831 -40.47339 -31.52612 -1.132
C -22.26158 -41.45708 -31.09120 -0.165
O -20.94748 -41.06513 -31.43811 -0.314
C -20.23653 -40.12007 -30.78682 0.355
O -20.58008 -39.57935 -29.74317 -0.526
C -18.93121 -39.73342 -31.47122 0.894
F -18.92860 -40.00435 -32.78822 -0.232
F -18.63667 -38.48441 -31.10193 -0.226
F -17.98513 -40.47360 -30.97005 -0.253
H -23.43070 -40.27463 -32.59603 0.306
H -23.23253 -39.51286 -31.02910 0.316
H -24.36927 -40.85354 -31.32200 0.377
H -22.50292 -42.39122 -31.59841 0.282
H -22.31178 -41.62519 -30.01541 0.318
C -24.57133 -35.00368 -26.67554 -1.179
C -25.78556 -34.36135 -26.08478 -0.171
O -26.90103 -34.43090 -26.99951 -0.233
C -28.10450 -34.16433 -26.48492 0.410
O -28.33266 -33.86643 -25.31325 -0.527
C -29.28384 -34.31221 -27.54268 0.806
F -29.65424 -33.08264 -27.91703 -0.239
F -28.82893 -34.93490 -28.67308 -0.243
F -30.36451 -34.95936 -27.10179 -0.227
H -23.70205 -35.12023 -26.02833 0.359
H -24.40454 -34.60483 -27.67614 0.307
H -24.93873 -36.01582 -26.84497 0.319
H -25.54951 -33.30856 -25.92978 0.289
H -26.06814 -34.88726 -25.17283 0.329
```

LUMO level: -0.0045 Ha
Highest occupied orbital energy: -10.55 eV
Frontier orbital gap: 10.424 eV
Largest force on an atom: 0.101 Eh/bohr